DFT (wB97M-V/def2-TZVPD) results for a molecular structure, C45H80NO20Pb at a distorted geometry.

The geometry in XYZ format:
```
147
Properties=species:S:1:pos:R:3:forces:R:3
Pb 23.0971 -38.3261 0.8379 -0.6 -0.7 1.6
C 21.4486 -38.7914 5.6050 1.3 -0.2 -0.1
C 20.7245 -39.9651 4.9081 -0.5 -0.5 -0.9
C 19.2326 -39.7188 5.2502 0.3 0.0 0.3
C 18.2398 -40.5420 4.4809 1.4 0.1 0.1
C 18.5730 -40.3926 3.0073 -1.5 -0.5 -0.4
C 19.9959 -40.6985 2.5137 0.7 -0.5 0.0
N 20.8840 -39.9140 3.3881 -0.2 1.8 0.1
O 22.2053 -39.6644 2.8764 -0.4 -0.1 0.0
C 20.0582 -40.1797 0.9825 -0.2 0.0 2.2
C 20.3257 -42.2384 2.4644 -0.3 0.7 -0.7
C 21.1509 -41.3857 5.4588 0.5 1.6 0.3
H 22.5322 -38.8266 5.4917 0.2 -0.5 -0.2
H 21.3067 -38.7604 6.6852 -0.4 -0.4 0.1
H 21.2304 -37.7764 5.2728 -0.7 -0.2 -0.5
H 18.9747 -38.6769 5.0604 0.2 0.3 -0.2
H 19.0660 -39.8435 6.3202 0.3 -0.1 0.2
H 17.2727 -40.1414 4.7845 -0.4 -0.4 -0.5
H 18.3214 -41.6025 4.7191 -0.2 -0.1 0.3
H 18.2869 -39.3903 2.6886 0.2 0.3 -0.1
H 17.8278 -41.0500 2.5594 0.2 -0.2 -0.8
H 19.9116 -39.1036 1.0757 0.4 0.1 -0.4
H 19.2028 -40.5379 0.4097 -0.1 -0.3 0.2
H 20.9719 -40.4402 0.4484 -0.1 0.1 0.4
H 19.8298 -42.5858 1.5581 -0.2 -0.5 0.0
H 20.0025 -42.8483 3.3080 -0.1 0.2 0.0
H 21.3875 -42.4086 2.2862 0.1 0.3 0.2
H 20.4429 -42.1686 5.1869 0.3 0.1 -0.1
H 21.2506 -41.3689 6.5441 -0.3 0.1 0.2
H 22.1727 -41.5603 5.1220 -0.1 -0.4 -0.4
C 16.9308 -39.2815 -0.9736 0.2 -3.0 -1.0
C 16.0022 -39.0747 0.1727 -1.1 1.8 1.4
C 15.7812 -37.5032 0.1279 0.9 -1.3 -0.1
O 16.7387 -37.0636 -0.8328 1.3 0.8 -0.7
C 17.7839 -38.0920 -1.1690 -1.7 2.2 1.2
H 16.3663 -39.4703 -1.8867 -0.1 0.2 -0.2
H 17.4836 -40.2044 -0.7988 0.3 -0.1 -0.1
H 16.4276 -39.4385 1.1080 0.4 0.5 0.1
H 15.0205 -39.5473 0.2043 0.1 -0.3 -0.9
H 15.9177 -37.0254 1.0981 0.3 0.0 0.1
H 14.7900 -37.1987 -0.2079 0.0 -0.2 -0.3
H 18.6610 -37.9400 -0.5400 -0.2 -0.4 0.6
H 18.1568 -37.8940 -2.1739 -0.5 0.0 -0.3
C 27.2213 -39.7068 3.1191 2.0 0.5 -0.1
C 27.7140 -40.4231 1.8651 0.7 0.3 -1.0
C 26.5370 -40.3945 0.9122 -1.9 0.0 0.1
O 25.4638 -39.8133 1.6724 -0.4 0.5 0.1
C 25.7781 -39.9315 3.0444 -1.0 -0.7 1.1
H 27.3677 -38.6267 3.1147 0.3 0.1 -0.5
H 27.8050 -40.0395 3.9773 -0.6 -0.3 0.3
H 27.9585 -41.4709 2.0397 0.3 0.1 0.3
H 28.5547 -39.9156 1.3922 0.2 -0.3 0.3
H 26.1887 -41.3775 0.5954 0.2 -0.4 0.2
H 26.5396 -39.8338 -0.0225 0.7 0.4 0.1
H 25.5469 -40.9289 3.4185 -0.4 -0.2 -0.1
H 25.2578 -39.2095 3.6737 -0.5 -0.1 -0.5
C 24.1752 -34.3362 3.5088 0.1 -1.0 0.8
C 23.8638 -35.4101 4.5869 0.1 0.0 -0.6
C 24.0841 -36.6923 3.7676 -0.5 0.5 0.8
O 23.6329 -36.3521 2.4341 0.5 -0.6 0.5
C 23.4271 -34.9691 2.3210 -0.2 1.9 0.6
H 25.2554 -34.3352 3.3634 0.1 0.1 -0.2
H 23.8919 -33.3555 3.8909 -0.3 0.1 -0.6
H 22.8205 -35.3401 4.8947 -0.1 0.0 0.0
H 24.4663 -35.3054 5.4891 0.2 -0.2 -0.2
H 23.4965 -37.5385 4.1237 0.0 0.0 -0.2
H 25.1394 -36.9636 3.7954 0.2 0.0 -0.5
H 22.3784 -34.7085 2.4641 -0.4 -0.3 0.0
H 23.6772 -34.5764 1.3354 0.4 -0.4 0.0
C 19.0565 -35.9368 2.0523 0.1 -1.3 1.9
C 19.5532 -34.9714 1.0462 -0.2 1.2 -0.4
C 20.6161 -35.7007 0.2653 -1.1 -0.5 0.5
O 21.1260 -36.6837 1.2317 0.5 0.1 -1.0
C 20.2936 -36.7904 2.3939 -1.1 1.0 -0.2
H 18.2227 -36.5791 1.7687 0.0 0.2 -0.5
H 18.7907 -35.4928 3.0116 -0.4 0.4 -0.2
H 20.0416 -34.1202 1.5206 -0.2 0.2 0.2
H 18.7228 -34.6087 0.4404 0.2 0.1 -0.2
H 21.3495 -35.0010 -0.1355 0.5 -0.5 0.3
H 20.1139 -36.1974 -0.5648 0.4 -0.5 -0.1
H 20.7370 -36.3162 3.2695 0.8 -0.1 -0.1
H 20.0286 -37.8114 2.6684 0.5 -0.2 -0.3
C 25.0808 -33.9362 -4.7845 0.5 -0.2 0.6
C 25.5482 -34.5493 -3.4451 -0.4 1.8 1.6
C 25.7850 -33.5375 -2.2326 -0.7 0.2 -0.6
O 24.9350 -34.0474 -1.1714 0.3 0.2 0.2
C 24.2355 -35.1288 -1.5814 0.7 -1.4 1.2
O 23.6127 -35.9030 -0.8718 0.6 2.3 -1.5
O 24.4731 -35.3117 -2.8767 -0.6 -1.1 -1.3
H 25.7692 -33.1998 -5.1993 0.4 -0.2 0.2
H 24.1525 -33.3738 -4.6849 -0.2 -0.4 0.2
H 24.9927 -34.7452 -5.5097 -0.3 0.1 0.0
H 26.4358 -35.1776 -3.5189 -0.2 -0.2 -0.3
H 25.4835 -32.5166 -2.4673 -0.6 -0.1 -0.2
H 26.7980 -33.3755 -1.8643 0.1 -0.9 0.0
C 20.6287 -44.0362 -1.4094 -0.1 0.5 0.7
C 22.1565 -43.9115 -1.2614 0.0 -0.5 -1.2
C 22.9217 -43.2013 -2.4034 -1.2 -1.1 -1.1
O 23.4141 -42.0134 -1.8582 0.3 0.4 0.4
C 23.1006 -41.9842 -0.5527 1.0 4.2 2.6
O 23.3358 -40.9996 0.1948 -0.7 -3.8 -2.8
O 22.5194 -43.0956 -0.1577 -0.5 -0.2 0.8
H 20.1350 -43.0654 -1.3641 0.3 0.3 0.1
H 20.2324 -44.5871 -0.5564 0.1 -0.1 0.0
H 20.2133 -44.5060 -2.3010 0.7 -0.3 -0.2
H 22.6113 -44.8929 -1.1263 -0.2 0.0 0.3
H 22.2468 -42.9645 -3.2258 -0.1 0.1 0.0
H 23.6833 -43.8427 -2.8470 0.4 0.2 0.3
C 30.0213 -37.5421 1.1443 0.2 0.0 0.0
C 29.0365 -36.3989 0.8708 1.6 -0.4 -0.4
C 28.7361 -36.0735 -0.6058 0.4 0.5 0.5
O 27.3094 -36.1453 -0.6553 -0.3 0.1 -0.3
C 26.8323 -36.6801 0.4887 -5.2 -1.9 0.0
O 25.6247 -37.0628 0.6523 5.9 2.1 -0.6
O 27.8043 -36.8256 1.3672 -1.4 -0.5 0.9
H 29.7546 -38.4471 0.5987 -0.3 0.2 -0.2
H 30.0008 -37.8110 2.2004 -0.1 0.2 0.0
H 31.0665 -37.3561 0.8974 -0.1 0.5 -0.1
H 29.2803 -35.4743 1.3940 0.3 -0.1 0.1
H 29.1902 -36.7178 -1.3587 -0.2 -0.3 0.3
H 29.0934 -35.0623 -0.8002 -0.4 0.1 -0.2
C 18.7460 -40.9481 -3.7880 -0.1 0.8 0.0
C 20.2598 -40.7127 -3.6675 -1.3 0.3 -0.7
C 20.8868 -39.5618 -4.4683 -0.5 -0.4 0.3
O 21.3444 -38.6751 -3.4121 1.1 2.4 -5.4
C 21.1358 -39.1256 -2.2732 0.0 -1.8 4.0
O 21.4959 -38.6466 -1.2286 -0.4 0.3 -0.4
O 20.4904 -40.2851 -2.3441 -0.2 -1.8 1.4
H 18.2045 -40.1510 -3.2785 0.3 0.1 0.3
H 18.4398 -41.8709 -3.2954 0.1 -0.1 -0.3
H 18.3401 -40.8483 -4.7947 0.4 -0.6 -0.3
H 20.7912 -41.6209 -3.9518 0.1 -0.2 0.7
H 20.1599 -39.0769 -5.1198 0.2 0.4 0.2
H 21.7136 -39.9682 -5.0509 0.2 0.6 0.1
C 28.2575 -37.8870 -3.6744 -1.6 0.6 -0.4
C 26.7465 -38.2229 -3.8966 2.3 -0.3 -2.1
C 26.4115 -39.6794 -3.9108 1.1 -1.8 -1.1
O 25.4808 -39.8661 -2.9065 -1.1 -0.4 0.3
C 25.1869 -38.7033 -2.3485 -0.3 0.0 3.2
O 24.4768 -38.6479 -1.3564 1.4 0.6 -3.1
O 25.9948 -37.7262 -2.8707 -2.2 0.6 1.9
H 28.6411 -38.5365 -2.8876 0.3 0.3 -0.1
H 28.2537 -36.8270 -3.4203 0.2 0.0 0.6
H 28.8496 -37.8736 -4.5894 -0.1 -0.8 0.0
H 26.4080 -37.8765 -4.8730 0.0 0.9 0.1
H 27.2679 -40.3174 -3.6928 0.1 0.0 0.0
H 25.9859 -40.0175 -4.8556 0.0 0.1 -0.1
```
Positions in Å, forces in eV/Å.

Summary:
Multiplicity: 1
Frontier orbital gap: 5.1 eV
E: -95641.2196 eV
Total charge: +1
Largest force on an atom: 0.123 hartree/bohr
Highest occupied orbital energy: -6.919 eV